Entry from OMol25: a 8-piece molecular cluster, C24H56Br8O8 overall (ωB97M-V with the def2-TZVPD basis set).

XYZ file:
```
96
C24H56Br8O8 (ωB97M-V with the def2-TZVPD basis set)
Br -5.63 -0.66 -0.22
C -4.64 -0.34 -1.87
C -3.15 -0.61 -1.73
Br -2.04 0.54 -2.91
H -4.90 0.70 -2.02
H -5.15 -0.97 -2.60
H -2.76 -1.63 -1.84
H -2.82 -0.31 -0.77
Br 5.21 2.85 -0.29
C 4.61 2.30 1.52
C 3.28 2.97 1.82
Br 2.62 1.95 3.43
H 5.39 2.82 2.10
H 4.61 1.24 1.44
H 2.48 2.95 1.08
H 3.43 4.00 2.20
Br -0.94 -3.09 6.43
C -2.02 -3.03 4.92
C -2.96 -1.85 5.06
Br -4.34 -1.96 3.68
H -2.56 -3.99 4.91
H -1.39 -2.91 4.04
H -2.39 -0.91 4.91
H -3.47 -1.82 6.01
Br 3.13 -0.31 -1.46
C 1.41 -1.05 -0.70
C 1.16 -0.60 0.69
Br -0.68 -1.29 1.15
H 1.65 -2.11 -0.83
H 0.57 -0.75 -1.30
H 1.06 0.47 0.81
H 1.75 -1.00 1.48
C -4.14 1.79 2.85
O -4.23 2.63 1.76
C -3.11 2.49 0.92
C -3.04 3.64 0.01
O -3.88 3.45 -1.16
C -3.55 4.44 -2.13
H -3.91 0.74 2.57
H -5.07 1.79 3.35
H -3.43 2.17 3.58
H -3.18 1.56 0.32
H -2.25 2.37 1.57
H -2.04 3.77 -0.28
H -3.42 4.53 0.48
H -3.70 3.95 -3.06
H -2.50 4.81 -2.09
H -4.19 5.33 -2.13
C 0.87 4.25 -0.60
O 1.02 2.84 -0.74
C 0.95 2.52 -2.13
C 2.27 2.87 -2.83
O 2.51 4.26 -2.90
C 3.53 4.65 -3.75
H 1.79 4.71 -0.73
H 0.29 4.33 0.34
H 0.15 4.63 -1.36
H 0.12 3.00 -2.65
H 0.90 1.45 -2.28
H 2.18 2.52 -3.83
H 3.15 2.36 -2.43
H 3.16 4.64 -4.79
H 4.46 4.11 -3.74
H 3.83 5.66 -3.44
C 6.40 -1.21 0.76
O 5.34 -1.54 1.65
C 5.35 -2.86 2.17
C 4.31 -2.92 3.30
O 3.05 -2.71 2.66
C 1.94 -2.53 3.56
H 7.33 -1.04 1.22
H 6.07 -0.38 0.13
H 6.55 -2.08 0.10
H 6.37 -3.07 2.56
H 5.12 -3.60 1.37
H 4.56 -2.12 3.99
H 4.42 -3.91 3.70
H 1.04 -2.77 2.99
H 1.89 -1.52 3.90
H 2.05 -3.36 4.26
C -3.91 -4.48 -1.07
O -4.24 -4.17 -2.44
C -3.29 -4.68 -3.31
C -2.31 -3.62 -3.84
O -1.36 -3.26 -2.86
C -0.27 -2.83 -3.54
H -4.20 -5.47 -0.78
H -4.42 -3.71 -0.41
H -2.86 -4.35 -0.93
H -3.82 -5.09 -4.16
H -2.68 -5.51 -2.87
H -2.83 -2.73 -4.22
H -1.79 -4.18 -4.61
H -0.57 -2.08 -4.30
H 0.21 -3.69 -4.04
H 0.47 -2.34 -2.82
```

As for the spin multiplicity: 1. The calculation puts the gap between HOMO and LUMO at 9.7 eV. As for the total charge: 0. As for the SMILES: BrCCBr.BrCCBr.BrCCBr.BrCCBr.COCCOC.COCCOC.COCCOC.COCCOC.


Entry from OMol25: C24H56BrClGaO6 as an isolated structure (ωB97M-V with the def2-TZVPD basis set).

XYZ file:
```
89
C24H56BrClGaO6 (ωB97M-V with the def2-TZVPD basis set)
C 1.49 0.57 1.21
C 0.98 1.62 0.21
C 0.80 1.17 -1.26
C 0.76 -0.33 -1.55
C -0.48 -1.03 -1.01
C -0.68 -2.42 -1.60
C -1.85 -3.21 -1.00
C -3.08 -2.37 -0.62
C -4.37 -3.19 -0.49
Ga -5.97 -2.11 0.11
Cl -5.15 -0.44 1.45
C -6.93 -1.29 -1.49
C -6.81 0.20 -1.82
C -7.58 1.08 -0.85
Br -6.56 2.61 -0.16
H 2.27 -0.06 0.78
H 0.69 -0.08 1.57
H 1.91 1.07 2.08
H 0.03 2.02 0.58
H 1.67 2.46 0.23
H -0.13 1.59 -1.64
H 1.60 1.62 -1.86
H 1.67 -0.82 -1.17
H 0.79 -0.46 -2.64
H -0.43 -1.12 0.08
H -1.36 -0.41 -1.22
H 0.25 -2.99 -1.45
H -0.80 -2.34 -2.69
H -1.50 -3.74 -0.11
H -2.17 -3.99 -1.70
H -2.89 -1.85 0.32
H -3.23 -1.58 -1.37
H -4.62 -3.60 -1.48
H -4.20 -4.04 0.17
H -7.00 -2.96 1.01
H -8.00 -1.53 -1.37
H -6.60 -1.86 -2.36
H -5.76 0.52 -1.86
H -7.21 0.39 -2.83
H -7.91 0.53 0.03
H -8.44 1.56 -1.32
C 3.41 4.27 2.11
O 2.38 4.69 1.23
C 1.34 5.41 1.85
C 1.48 6.91 1.63
O 2.66 7.43 2.22
C 3.73 7.58 1.32
H 4.25 3.96 1.49
H 3.73 5.08 2.77
H 3.08 3.43 2.72
H 1.30 5.19 2.92
H 0.39 5.08 1.41
H 0.63 7.41 2.09
H 1.46 7.13 0.56
H 3.55 8.42 0.63
H 3.89 6.67 0.73
H 4.63 7.79 1.90
C -0.65 -7.31 1.79
O -1.65 -8.02 2.48
C -2.64 -7.18 3.06
C -3.87 -7.04 2.19
O -3.57 -6.42 0.96
C -3.47 -7.30 -0.14
H -0.07 -8.04 1.22
H -1.07 -6.57 1.11
H 0.02 -6.80 2.49
H -2.22 -6.19 3.27
H -2.93 -7.63 4.02
H -4.60 -6.41 2.71
H -4.33 -8.02 2.02
H -4.46 -7.63 -0.46
H -2.86 -8.17 0.09
H -3.01 -6.74 -0.95
C 7.32 1.30 -1.18
O 6.28 1.77 -2.01
C 5.34 2.58 -1.33
C 5.57 4.06 -1.55
O 6.81 4.50 -1.03
C 7.83 4.60 -2.00
H 8.08 0.87 -1.83
H 7.77 2.11 -0.59
H 6.96 0.53 -0.49
H 5.35 2.36 -0.26
H 4.34 2.32 -1.71
H 4.78 4.62 -1.04
H 5.50 4.29 -2.62
H 7.67 5.46 -2.66
H 7.90 3.69 -2.61
H 8.77 4.74 -1.47
```

As for the spin multiplicity: 1. The calculation puts the gap between HOMO and LUMO at 6.9 eV. As for the total charge: -1.


Entry from OMol25: C24H56F2InNO26S7 as an isolated structure (ωB97M-V with the def2-TZVPD basis set).

XYZ file:
```
117
C24H56F2InNO26S7 (ωB97M-V with the def2-TZVPD basis set)
In -2.06 0.05 -5.32
N -0.07 -0.04 -0.73
S 1.25 -0.14 -0.03
O 1.72 -1.46 0.42
O 1.87 1.07 0.46
F 1.88 -0.13 -1.52
S -0.87 -0.28 0.78
O -0.87 0.86 1.74
O -0.93 -1.63 1.31
F -2.38 -0.07 0.21
C -0.42 8.18 3.90
C -0.49 6.73 4.33
C 0.74 6.11 3.68
S 0.78 6.80 1.88
O 0.10 5.97 0.95
O 2.04 7.51 1.57
C -0.38 8.13 2.40
H 0.42 8.76 4.28
H -1.36 8.56 4.31
H -1.41 6.24 4.02
H -0.41 6.73 5.41
H 0.87 5.03 3.69
H 1.67 6.40 4.17
H -1.34 7.84 1.98
H -0.12 9.10 1.98
C 0.70 -10.66 3.32
C 0.12 -9.46 2.50
C 1.05 -8.20 2.59
S 2.31 -8.66 3.87
O 1.70 -8.38 5.20
O 3.65 -8.12 3.57
C 2.17 -10.46 3.50
H 0.32 -11.53 2.78
H 0.20 -10.77 4.28
H -0.89 -9.30 2.89
H 0.03 -9.62 1.42
H 0.63 -7.30 3.04
H 1.55 -8.03 1.63
H 2.73 -11.08 4.20
H 2.67 -10.65 2.54
C 4.80 6.99 -6.18
C 4.19 6.90 -4.77
C 4.51 5.51 -4.28
S 4.05 4.38 -5.57
O 2.65 4.07 -5.41
O 5.06 3.36 -5.69
C 4.28 5.69 -6.93
H 5.89 6.93 -6.14
H 4.41 7.93 -6.57
H 3.12 7.06 -4.87
H 4.56 7.72 -4.14
H 4.13 5.13 -3.33
H 5.59 5.44 -4.19
H 3.36 5.76 -7.51
H 4.98 5.27 -7.66
C -8.06 1.45 3.48
C -9.43 1.93 4.03
O -9.36 3.41 3.79
S -7.95 3.93 3.26
O -7.06 4.07 4.44
O -8.05 5.07 2.36
O -7.76 2.46 2.57
H -8.05 0.48 2.98
H -7.29 1.34 4.24
H -9.53 1.66 5.09
H -10.24 1.48 3.46
C -4.03 -5.06 7.69
C -4.04 -5.05 6.14
O -5.41 -5.29 5.81
S -6.43 -4.73 7.07
O -7.25 -5.83 7.61
O -7.09 -3.48 6.61
O -5.21 -4.47 8.08
H -3.21 -4.49 8.12
H -3.75 -6.05 8.04
H -3.52 -5.92 5.76
H -3.81 -4.16 5.56
C -1.46 -5.39 -2.91
C -2.99 -5.35 -2.62
O -3.57 -4.07 -2.67
O -1.23 -4.77 -4.16
H -0.99 -6.36 -2.72
H -0.96 -4.75 -2.19
H -3.09 -5.72 -1.59
H -3.65 -5.97 -3.23
H -4.53 -4.09 -2.66
H -1.27 -5.39 -4.89
C 4.11 -2.91 -6.97
C 5.36 -3.06 -6.17
O 6.32 -2.01 -6.31
O 3.36 -1.89 -6.44
H 3.65 -3.90 -7.00
H 4.26 -2.74 -8.04
H 5.84 -4.01 -6.41
H 5.24 -3.04 -5.09
H 5.90 -1.19 -6.03
H 3.99 -1.21 -6.18
C -4.83 4.19 -2.20
C -6.14 3.73 -2.97
O -6.01 2.33 -3.38
O -3.67 3.99 -3.05
H -4.72 3.72 -1.23
H -4.97 5.20 -1.83
H -6.37 4.41 -3.78
H -7.00 3.78 -2.30
H -6.81 2.01 -3.80
H -2.92 4.22 -2.50
C 8.70 1.30 0.31
C 9.37 2.15 -0.75
O 9.10 1.73 -2.07
O 9.10 -0.04 0.43
H 7.63 1.28 0.15
H 8.86 1.67 1.32
H 10.45 2.24 -0.61
H 9.00 3.16 -0.59
H 9.61 2.31 -2.64
H 9.13 -0.54 -0.39
```

As for the spin multiplicity: 1. The calculation puts the gap between HOMO and LUMO at 1.2 eV. As for the total charge: +2.


Number 1: electronic energy -22141.854193 Ha. Number 2: electronic energy -6358.414658 Ha. Number 3: electronic energy -6134.944862 Ha.